1.
ORCA calculation (the ωB97M-V functional and the def2-TZVPD basis) on the ion CH4N2 with charge -1.

Atoms and positions in Å:
1 N 0.75950 0.68517 0.48796
2 C -0.39429 -0.06615 0.31135
3 N -0.41358 -0.70710 -0.89827
4 H 1.45552 0.54599 -0.28634
5 H 0.91721 1.58319 0.97226
6 H -1.14528 -0.22332 1.12531
7 H -1.28317 -1.35547 -0.80719

Results
**Multiplicity**: 2
**Total charge**: -1



2.
ORCA calculation (the ωB97M-V functional and the def2-TZVPD basis) on the molecule CH4N2.

Atoms and positions in Å:
1 H 0.83855 1.46806 0.14436
2 N 1.32303 0.57318 0.06795
3 C 0.48302 -0.37829 0.02402
4 N -0.85927 -0.27269 -0.33270
5 H 0.78121 -1.36801 0.36625
6 H -1.50476 -0.70953 0.30473
7 H -1.06177 0.68730 -0.57460

Results
**SMILES**: [H]/N=C\N



3.
ORCA calculation (the ωB97M-V functional and the def2-TZVPD basis) on a cluster of 2 separate species, CH4N2O in total.

Atoms and positions in Å:
1 C -1.52490 0.32021 0.12639
2 N 1.30567 -0.92534 -0.59182
3 N 1.02090 -0.00313 0.11812
4 O 1.62141 0.85536 0.73325
5 H -1.30870 1.28032 -0.17470
6 H -1.83487 -0.34864 -0.63615
7 H -1.63825 0.06491 1.15170
8 H 2.35875 -1.24369 -0.72680



4.
ORCA calculation (the ωB97M-V functional and the def2-TZVPD basis) on a cluster of 4 separate species, CH4N2O in total.

Atoms and positions in Å:
1 C -1.08947 0.36216 0.08757
2 H 2.23318 -0.64116 1.20491
3 H 0.02830 -1.62185 -0.33957
4 H 0.57978 1.37454 -0.98971
5 H -1.54754 1.32784 -0.04467
6 N 1.24749 -0.53025 -0.20587
7 N 0.25804 0.45192 0.25002
8 O -1.70979 -0.72319 0.03732



5.
ORCA calculation (the ωB97M-V functional and the def2-TZVPD basis) on a cluster of 2 separate species, CH4N2O in total.

Atoms and positions in Å:
1 N 0.76402 1.65413 -0.94806
2 C 1.47884 0.74610 -0.92731
3 N 2.30817 -0.31204 -0.82785
4 H 3.18337 0.02741 -0.48238
5 H 1.79384 -1.00500 -0.31577
6 O -1.40946 0.61502 0.30561
7 H -1.85236 1.44590 0.32894
8 H -0.47032 0.81975 0.00935

Results
**SMILES**: N#CN.O



6.
ORCA calculation (the ωB97M-V functional and the def2-TZVPD basis) on a cluster of 2 separate species, CH4N2O2 in total.

Atoms and positions in Å:
1 C 1.32172 -0.25126 0.01116
2 N -2.13464 0.80958 0.03230
3 N -1.35857 -0.08691 -0.01415
4 O -1.20598 -1.23598 -0.05014
5 O 0.47607 0.80182 -0.09958
6 H 1.76801 -0.34015 1.01137
7 H 2.10601 -0.24780 -0.75665
8 H 0.74737 -1.19355 -0.15895
9 H -1.72000 1.74424 0.02463



7.
ORCA calculation (the ωB97M-V functional and the def2-TZVPD basis) on a cluster of 2 separate species, CH4N2O2 in total.

Atoms and positions in Å:
1 C -0.01970 -0.17955 -2.07405
2 N -1.24342 0.08671 1.30999
3 N 0.55584 0.37694 -0.09677
4 O 0.75970 -0.16996 -2.94614
5 O -0.43196 1.00740 0.57132
6 H -1.01254 -0.49462 -2.04533
7 H -0.69625 0.04943 2.13464
8 H -2.15251 0.59085 1.44356
9 H 0.55416 -0.45559 0.40839



8.
ORCA calculation (the ωB97M-V functional and the def2-TZVPD basis) on a cluster of 2 separate species, CH4N2O2S in total.

Atoms and positions in Å:
1 C -0.66716 0.79346 0.58849
2 N 0.09957 0.28912 -0.32731
3 N 1.25829 -0.28595 -0.09080
4 O 1.38541 -2.61945 -2.13676
5 O -0.72672 -3.27913 -1.00106
6 S 0.69462 -2.90527 -0.88351
7 H -0.08063 0.71896 1.47802
8 H -1.68114 0.97869 0.51426
9 H -0.24471 0.34340 -1.31425
10 H 1.57311 -0.55034 -1.03783



9.
ORCA calculation (the ωB97M-V functional and the def2-TZVPD basis) on a cluster of 2 separate species, CH4N2O2S in total.

Atoms and positions in Å:
1 C 1.65980 -0.61199 0.46949
2 N 1.81361 0.53934 0.43624
3 N -0.47769 0.51542 -1.46297
4 O -0.93043 -1.61108 0.23919
5 O -0.98400 0.73648 0.89015
6 S -1.42921 -0.10045 -0.45519
7 H 0.04609 -1.75776 0.09797
8 H 2.21943 1.43561 0.44486
9 H -1.27997 0.53489 1.76705
10 H -0.63763 0.31954 -2.42679



10.
ORCA calculation (the ωB97M-V functional and the def2-TZVPD basis) on a cluster of 3 separate species, CH4N2O2S in total.

Atoms and positions in Å:
1 C -3.14788 0.46569 0.26610
2 N -2.11065 0.65956 0.71032
3 N 0.04362 -0.80439 0.13606
4 O 0.00072 1.38286 -1.03064
5 O 2.86577 0.89407 0.52013
6 S 0.28562 0.85398 0.25680
7 H -3.79107 0.13576 -0.51426
8 H 3.29065 1.32983 -0.16943
9 H -0.14888 -1.23757 -0.79523
10 H 0.00820 -1.61096 0.81031



11.
ORCA calculation (the ωB97M-V functional and the def2-TZVPD basis) on a cluster of 2 separate species, CH4N2O2S in total.

Atoms and positions in Å:
1 C -0.80446 0.07851 -0.64284
2 N 1.53054 -1.07587 0.36943
3 N -0.18758 1.01059 0.13628
4 O 0.72165 1.67628 -0.39310
5 O -0.71140 1.24178 1.20964
6 S -1.87382 -0.90887 0.10120
7 H -0.39477 -0.30262 -1.57387
8 H 2.07995 -0.20787 0.19195
9 H 1.64947 -1.57224 -0.53805
10 H -2.00958 0.06033 1.13937



12.
ORCA calculation (the ωB97M-V functional and the def2-TZVPD basis) on the molecule CH4N2O3.

Atoms and positions in Å:
1 N -0.44294 -1.50369 -0.20767
2 C -0.20883 -0.31457 -0.73413
3 O 0.99238 0.63481 -0.19192
4 N 0.56395 1.41284 0.76284
5 O -0.50057 1.18402 1.22466
6 O 1.26548 2.29974 1.05823
7 H 0.25309 -2.26196 -0.33581
8 H -1.01802 -1.53939 0.67090
9 H 0.17969 -0.34472 -1.73484
10 H -1.08424 0.43293 -0.51226

Results
**SMILES**: NCO[N+](=O)[O-]



13.
ORCA calculation (the ωB97M-V functional and the def2-TZVPD basis) on the molecule CH4N2O3.

Atoms and positions in Å:
1 N 1.42104 -0.16720 -0.44723
2 N 1.19825 0.10246 0.93711
3 O -0.09939 -0.51825 1.14348
4 C -0.91141 0.09451 0.03478
5 O -1.07288 1.28413 -0.01911
6 O -1.82368 -0.80980 -0.33658
7 H 1.32502 0.42259 -1.27380
8 H 1.66111 -1.14505 -0.57276
9 H 0.98553 1.11142 0.97122
10 H -2.68359 -0.37482 -0.43713

Results
**SMILES**: NNOC(=O)O



14.
ORCA calculation (the ωB97M-V functional and the def2-TZVPD basis) on a structure of composition CH4N2O3.

Atoms and positions in Å:
1 C -1.07451 0.64801 -0.01307
2 N 0.00394 -0.06584 -0.74268
3 N 1.50271 0.03932 0.40599
4 O 1.65364 1.08473 0.96301
5 O 2.15423 -0.93705 0.40235
6 O -0.40622 -1.41297 -0.60397
7 H -2.04241 0.30492 -0.39485
8 H -1.05061 0.41625 1.17492
9 H -0.92887 1.82676 -0.03175
10 H 0.18809 -1.90412 -1.15997



15.
ORCA calculation (the ωB97M-V functional and the def2-TZVPD basis) on a cluster of 3 separate species, CH4N2O4 in total.

Atoms and positions in Å:
1 N 1.47088 1.52160 3.51052
2 C 1.75348 2.13566 2.53105
3 O 2.21952 2.73712 1.66166
4 H 0.65605 1.06594 3.85259
5 O -0.31825 -0.84785 1.48561
6 N -0.63775 0.24734 1.87043
7 O -0.80869 1.16833 0.94944
8 H -0.65010 0.82887 0.01343
9 O -0.24129 -0.16605 -1.31746
10 H 0.35371 -0.01591 -2.05460
11 H -0.02918 -1.02483 -0.93187

Results
**SMILES**: N=C=O.O=NO.O



16.
ORCA calculation (the ωB97M-V functional and the def2-TZVPD basis) on the molecule CH4N2OS.

Atoms and positions in Å:
1 O 2.26509 -0.57124 -0.06829
2 N 1.22322 0.39589 -0.23053
3 C -0.03882 -0.20881 -0.17175
4 N -1.09023 0.50661 -0.07322
5 S -2.62580 -0.36125 -0.07334
6 H 2.21914 -0.56370 0.95696
7 H 1.42709 1.32602 0.05060
8 H 0.03081 -1.28283 -0.56997
9 H -3.41050 0.75932 0.17955

Results
**SMILES**: ON/C=N/S



17.
ORCA calculation (the ωB97M-V functional and the def2-TZVPD basis) on the molecule CH4N2OS.

Atoms and positions in Å:
1 N -0.17122 -1.38150 0.68940
2 C -0.21910 -0.32615 -0.19209
3 S -0.40041 -0.50077 -1.82995
4 N -0.19782 0.92775 0.28177
5 O 0.29397 1.99973 -0.48362
6 H -0.07791 -2.25516 0.28623
7 H 0.34829 -1.22191 1.49875
8 H 0.28763 1.10397 1.15315
9 H 0.13658 1.65406 -1.40364

Results
**SMILES**: NC(=S)NO



18.
ORCA calculation (the ωB97M-V functional and the def2-TZVPD basis) on the molecule CH4N2OS.

Atoms and positions in Å:
1 O 0.44347 -0.63444 -1.72500
2 N -0.34970 -1.23842 -0.79575
3 C -0.28852 -0.83597 0.41377
4 N 0.36947 0.34047 0.85189
5 S 0.24416 1.78934 0.00206
6 H 1.08668 -0.02829 -1.28101
7 H -0.71927 -1.51099 1.12572
8 H 0.24200 0.39908 1.83373
9 H -1.02830 1.71921 -0.42541

Results
**SMILES**: O/N=C\NS



19.
ORCA calculation (the ωB97M-V functional and the def2-TZVPD basis) on the molecule CH4N2OS.

Atoms and positions in Å:
1 O -2.61988 -0.23673 -0.06309
2 N -1.25149 -0.44416 0.12686
3 C -0.66527 0.67889 -0.02414
4 N 0.71135 0.86194 0.12237
5 S 1.84184 -0.43365 -0.11359
6 H -3.03829 -1.08676 0.06701
7 H -1.26074 1.57661 -0.18427
8 H 1.10488 1.68149 -0.25122
9 H 2.45634 -0.33684 1.09088

Results
**SMILES**: O/N=C/NS



20.
ORCA calculation (the ωB97M-V functional and the def2-TZVPD basis) on the molecule CH4N2OS.

Atoms and positions in Å:
1 N 0.74912 0.14186 0.91401
2 C 0.18228 0.77649 -0.15051
3 S 0.43898 2.25611 -1.02166
4 N -0.79196 -0.05107 -0.63927
5 O -0.28134 -1.41941 -0.50322
6 H 1.48498 0.57849 1.56020
7 H 0.03411 -0.73529 1.48602
8 H -0.91458 0.32142 -1.65398
9 H -0.90158 -1.86860 0.00840

Results
**SMILES**: NC(=S)NO



no.,energy (hartree)
1,-149.9077
2,-149.9944
3,-225.0467
4,-224.9014
5,-225.2264
6,-300.3044
7,-300.2719
8,-698.5716
9,-698.5647
10,-698.5070
11,-698.4390
12,-375.5763
13,-375.6280
14,-375.5191
15,-450.8968
16,-623.3309
17,-623.3886
18,-623.3459
19,-623.3575
20,-623.3250